The following is a DFT calculation (wB97M-V/def2-TZVPD) of the molecule C5H10O2.

Structure (XYZ):
```
17
Properties=species:S:1:pos:R:3:lowdin_charge:R:1
C -2.3481 0.4400 -0.3518 -0.008
C -1.2471 -0.5539 -0.0580 -0.424
O -0.8144 -0.4607 1.2894 -0.065
C 0.5807 -0.2135 1.3064 -0.135
C 1.0408 -0.4729 -0.1321 -0.361
C 2.0959 0.4838 -0.6502 -0.036
O -0.1474 -0.2435 -0.8738 -0.049
H -1.9677 1.4510 -0.1737 0.091
H -2.6482 0.3577 -1.4004 0.085
H -3.2176 0.2596 0.2851 0.085
H -1.5760 -1.5939 -0.2376 0.156
H 0.7770 0.8266 1.6025 0.126
H 1.0594 -0.8789 2.0320 0.127
H 1.3655 -1.5217 -0.2481 0.151
H 2.2271 0.3440 -1.7271 0.084
H 3.0598 0.3291 -0.1544 0.085
H 1.7669 1.5149 -0.4791 0.087
```

Values from the calculation:
SMILES string = C[C@@H]1OC[C@H](C)O1
Energy above the lowest of the compared OMol25 structures with the same formula, charge and spin = 1.265 eV
Calculated total energy = -346.97895 Ha
LUMO = 1.10 eV